ORCA calculation (ωB97M-V/def2-TZVPD) on C3H5NO2 in the gas phase.

```
11
Properties=species:S:1:pos:R:3:forces:R:3
C 0.000825 0.379998 -0.005643 0.15 -0.92 -0.41
C 1.002515 -0.445200 0.437501 1.30 1.68 -0.16
C -1.268939 -0.310674 0.051904 0.31 -2.22 0.13
O 0.189485 1.536488 -0.720735 0.39 -0.33 0.36
O 2.317566 -0.255617 0.098676 -0.45 0.34 -0.11
N -2.382994 -0.085237 -0.530838 0.54 0.78 1.30
H 0.850952 2.064321 -0.245455 -0.19 -0.04 -0.23
H 2.346799 0.227293 -0.745831 0.03 -0.12 0.30
H -3.130454 -0.663713 -0.137643 0.42 -0.43 -0.60
H 0.949141 -1.097609 1.301950 -0.48 -0.35 -0.54
H -0.874895 -1.350051 0.496114 -2.02 1.61 -0.03
```
Positions in Å, forces in eV/Å.

## Properties
energy above the lowest of the compared OMol25 structures with the same formula, charge and spin = 284.4 kJ/mol
M = 87.08 g mol⁻¹
Kohn-Sham gap = 0.338 Eh
SMILES string = [H]/N=C/C(O)=C/O
total energy = -8774.748 eV
LUMO = 0.416 eV

ORCA calculation (ωB97M-V/def2-TZVPD) on C3H5NO2 in the gas phase.

```
11
Properties=species:S:1:pos:R:3:forces:R:3
N 1.864753 -1.020814 -0.289043 -0.09 0.66 0.84
C 0.759205 -0.442097 -0.128457 0.81 0.70 0.80
C -0.491146 -0.882141 0.572224 -0.15 -1.40 -1.77
O -1.397902 0.190018 0.539018 0.01 -0.06 -0.26
C -0.701517 1.242476 -0.084947 -0.13 0.35 0.06
O 0.318141 0.644803 -0.855735 0.54 0.29 0.24
H 2.485844 -0.363207 -0.754480 0.05 -0.37 -0.61
H -0.493822 -1.530858 -0.356692 -2.17 -0.53 0.64
H -0.731620 -1.525400 1.421208 1.16 0.33 0.08
H -1.382821 1.797487 -0.729731 0.15 -0.02 0.00
H -0.229115 1.889737 0.666630 -0.19 0.04 -0.03
```
Positions in Å, forces in eV/Å.

## Properties
energy above the lowest of the compared OMol25 structures with the same formula, charge and spin = 252.8 kJ/mol
M = 87.08 g mol⁻¹
Kohn-Sham gap = 0.387 Eh
SMILES string = [H]/N=C1/COCO1
total energy = -8775.075 eV
LUMO = 0.831 eV

ORCA calculation (ωB97M-V/def2-TZVPD) on 2 unconnected molecules or ions with the total composition C3H5NO2.

```
11
Properties=species:S:1:pos:R:3:forces:R:3
O -1.176482 -2.061857 -1.819406 0.11 -0.09 0.16
C 0.139413 1.179598 -0.437432 -0.71 0.42 -0.46
N -0.033313 0.791137 0.831164 1.22 -0.03 -0.34
C -0.012433 -0.547070 0.900375 -0.07 0.12 0.10
O 0.378075 -1.198127 1.871003 -0.38 -0.07 0.13
C 0.901838 2.291633 -0.811366 -0.32 0.58 0.46
H -0.364364 0.686033 -1.267165 0.24 -0.64 0.03
H -0.235467 -1.225297 0.035760 -0.13 -0.09 -0.15
H -1.293009 -3.021288 -1.986621 -0.01 0.20 0.01
H 1.045719 2.501296 -1.860949 -0.01 -0.10 -0.09
H 1.304592 3.009103 -0.104012 0.06 -0.30 0.14
```
Positions in Å, forces in eV/Å.

## Properties
energy above the lowest of the compared OMol25 structures with the same formula, charge and spin = 465.8 kJ/mol
M = 87.08 g mol⁻¹
Kohn-Sham gap (spin up / spin down) = 0.299 / 0.240 Eh
total energy = -8762.286 eV
expectation value of S² = 1.752
LUMO (spin up / spin down) = -8.088 / -8.922 eV
2S+1 = 2
total charge = +1

ORCA calculation (ωB97M-V/def2-TZVPD) on a gas-phase ion, C3H5NO2S (charge -2).

```
12
Properties=species:S:1:pos:R:3:forces:R:3
O 0.774628 -2.295738 -1.047692 0.04 0.34 -0.12
C 1.053436 -1.100178 -0.763439 0.16 0.09 0.20
O 2.055510 -0.432915 -1.146518 -0.32 -0.19 -0.04
C 0.081856 -0.365842 0.225533 0.64 -0.35 -0.09
C -0.803172 0.664790 -0.459053 0.01 0.45 -0.27
S -2.005495 1.511217 0.648971 -0.02 0.04 0.00
N 0.899930 0.206367 1.306879 -0.03 -0.07 0.20
H -0.539729 -1.142366 0.660915 -0.23 -0.06 0.08
H -0.172347 1.409414 -0.962594 0.15 0.00 0.30
H -1.328958 0.198195 -1.284473 -0.32 -0.38 -0.10
H 0.279383 0.809025 1.838387 -0.13 0.17 0.00
H 1.589533 0.807674 0.867891 0.06 -0.05 -0.15
```
Positions in Å, forces in eV/Å.

## Properties
energy above the lowest of the compared OMol25 structures with the same formula, charge and spin = 33.0 kJ/mol
M = 119.14 g mol⁻¹
Kohn-Sham gap = 0.207 Eh
SMILES string = N[C@@H](C[S-])C(=O)[O-]
total energy = -19612.171 eV
LUMO = 6.197 eV
total charge = -2

Number 1: strongest force on any atom 2.58 eV/Å. Number 2: strongest force on any atom 2.32 eV/Å. Number 3: strongest force on any atom 1.27 eV/Å. Number 4: strongest force on any atom 0.74 eV/Å.